Arrangement 1

{
  "formula": "C2H2N2OS",
  "method": "ωB97M-V/def2-TZVPD",
  "symbols": ["C", "C", "N", "N", "O", "S", "H", "H"],
  "xyz": [[-0.2351, -0.9981, 0.1973], [-0.9563, 0.1160, 0.0795], [1.0554, -1.0731, -0.1000], [-1.3613, 1.2230, 0.2365], [2.0979, 1.2591, -0.1445], [2.2599, -0.1533, -0.1763], [-0.7244, -1.8841, 0.2844], [-2.1361, 1.5105, -0.3769]],
  "e_lumo_ev": -0.5,
  "homo_ev": -8.6,
  "charge": 0,
  "gap_ev": 8.1
}



Arrangement 2

{
  "formula": "C2H2N2OS",
  "method": "ωB97M-V/def2-TZVPD",
  "symbols": ["C", "C", "N", "N", "O", "S", "H", "H"],
  "xyz": [[-1.4384, -1.5992, -0.1845], [3.4006, 0.3892, -0.0636], [-0.2936, -1.7347, 0.0249], [2.6103, 1.0966, 0.4788], [4.2521, -0.3177, -0.3928], [1.2157, -1.9433, 0.2022], [-2.4721, -1.4253, -0.1945], [1.8346, 1.6538, 0.1975]],
  "e_lumo_ev": 0.6,
  "homo_ev": -8.7,
  "charge": 0,
  "gap_ev": 9.4
}



arrangement 2 is the most stable structure; the next one sits 0.0258 hartree above it.



Arrangement 1

{
  "formula": "CH3NO",
  "method": "ωB97M-V/def2-TZVPD",
  "symbols": ["C", "H", "H", "H", "N", "O"],
  "xyz": [[-0.2303, 0.0409, 0.3582], [1.6527, -0.3263, -0.9653], [2.1532, -0.6704, 0.7237], [-0.5549, -0.4111, 1.2985], [0.6975, -0.9043, -0.2597], [-0.8440, 0.9366, -0.1735]],
  "e_lumo_ev": -1.5,
  "homo_ev": -10.5,
  "charge": 0,
  "gap_ev": 9.1
}



Arrangement 2

{
  "formula": "CH3NO",
  "method": "ωB97M-V/def2-TZVPD",
  "symbols": ["C", "H", "H", "H", "N", "O"],
  "xyz": [[0.9685, 0.0467, -0.0656], [-2.1526, -0.3482, 0.1947], [0.5255, 1.2109, 0.2055], [2.0378, -0.2565, -0.1883], [-0.1009, -0.7465, -0.0164], [-1.2782, 0.0936, -0.1297]],
  "e_lumo_ev": 1.0,
  "homo_ev": -10.0,
  "charge": 0,
  "gap_ev": 11.0
}



Arrangement 3

{
  "formula": "CH3NO",
  "method": "ωB97M-V/def2-TZVPD",
  "symbols": ["C", "N", "O", "H", "H", "H"],
  "xyz": [[0.2235, -0.4821, -0.1881], [-0.4596, 0.7239, -0.1686], [-1.1018, -0.4127, 0.2488], [0.4405, -0.7612, -1.1149], [1.1151, -0.6117, 0.3766], [-0.2177, 1.5437, 0.8462]],
  "e_lumo_ev": 0.9,
  "homo_ev": -9.4,
  "charge": 0,
  "gap_ev": 10.3
}



Arrangement 4

{
  "formula": "CH3NO",
  "method": "ωB97M-V/def2-TZVPD",
  "symbols": ["C", "H", "H", "H", "N", "O"],
  "xyz": [[0.5844, 0.1812, -0.1091], [-0.8836, -1.3066, -0.0038], [-1.2607, 0.5227, 0.2403], [0.5881, 1.2440, -0.0394], [-0.6809, -0.2884, -0.0778], [1.6528, -0.3528, -0.0102]],
  "e_lumo_ev": 0.9,
  "homo_ev": -10.0,
  "charge": 0,
  "gap_ev": 10.9
}



arrangement 4 is the most stable structure; the next one sits 0.1122 hartree above it.



Arrangement 1

{
  "formula": "C4H12NOS",
  "method": "ωB97M-V/def2-TZVPD",
  "symbols": ["C", "N", "C", "C", "S", "C", "H", "H", "H", "H", "H", "H", "H", "H", "H", "H", "H", "H", "O"],
  "xyz": [[1.7766, -1.3283, 0.6908], [0.7485, -0.3203, 0.6654], [0.1317, -0.0558, -0.6313], [-1.2536, 0.5116, -0.5385], [-2.2523, 0.1545, -2.0532], [3.2078, -0.8377, 0.4463], [1.7246, -1.9756, 1.5813], [1.5864, -2.0291, -0.1179], [1.0477, 0.4500, 1.2461], [0.0599, -1.0024, -1.1699], [0.7428, 0.5731, -1.2944], [-1.2695, 1.5842, -0.3775], [-1.7731, -0.0220, 0.2524], [3.5453, -0.0409, 1.1062], [3.8981, -1.6762, 0.5878], [3.3301, -0.5280, -0.5862], [-1.0808, 1.5915, 3.2690], [-0.4776, 1.1342, 1.9398], [-0.2816, 1.6674, 2.7214]],
  "e_lumo_ev": 3.5,
  "homo_ev": -2.3,
  "charge": -1,
  "gap_ev": 5.8
}



Arrangement 2

{
  "formula": "C4H12NOS",
  "method": "ωB97M-V/def2-TZVPD",
  "symbols": ["C", "N", "C", "O", "H", "H", "H", "H", "H", "H", "C", "C", "S", "H", "H", "H", "H", "H", "H"],
  "xyz": [[-0.8574, -0.9349, 2.0179], [-2.0759, -0.2948, 1.5544], [-1.7912, 0.8921, 0.7061], [-1.0005, 0.6909, -0.3546], [-0.0806, -0.9293, 1.2560], [-1.0490, -1.9657, 2.3033], [-0.4715, -0.4053, 2.8916], [-2.5846, -0.9412, 0.9628], [-1.3774, 1.6497, 1.4131], [-2.7995, 1.2720, 0.4183], [2.1585, 0.8391, -1.0425], [1.3610, 0.0220, -2.0394], [1.3288, -1.7664, -1.6534], [3.1323, 0.3968, -0.8370], [1.6020, 0.8681, -0.1109], [2.3074, 1.8513, -1.4310], [0.3195, 0.3265, -1.9705], [1.7320, 0.1309, -3.0585], [0.1460, -1.7016, -1.0258]],
  "e_lumo_ev": 3.4,
  "homo_ev": -2.9,
  "charge": -1,
  "gap_ev": 6.3
}



Arrangement 3

{
  "formula": "C4H12NOS",
  "method": "ωB97M-V/def2-TZVPD",
  "symbols": ["C", "N", "C", "C", "S", "C", "H", "H", "H", "H", "H", "H", "H", "H", "H", "H", "H", "H", "O"],
  "xyz": [[-1.6073, 1.2050, 0.0642], [-0.7432, 0.2898, -0.6737], [-0.2383, -0.8172, 0.1596], [0.8090, -0.4316, 1.1748], [0.3164, 0.4318, 2.7837], [0.3164, -1.9022, -0.7521], [-2.3789, 0.7016, 0.6794], [-1.0928, 1.7706, 0.8520], [-2.0410, 1.9281, -0.6156], [-1.2651, -0.1450, -1.4242], [-1.1160, -1.2039, 0.7330], [1.3134, -1.2587, 1.6477], [1.5273, 0.3283, 0.8512], [-0.3017, -2.1108, -1.6249], [0.4410, -2.8628, -0.2422], [1.2162, -1.7343, -1.3611], [2.2888, 1.8637, -0.3495], [0.8684, 1.7180, -0.8811], [1.6874, 2.2297, -1.0211]],
  "e_lumo_ev": 3.7,
  "homo_ev": -2.4,
  "charge": -1,
  "gap_ev": 6.1
}



arrangement 1 is the most stable structure; the next one sits 0.0020 hartree above it.